[1]
{
  "formula": "C12H36BeNO15",
  "method": "ωB97M-V/def2-TZVPD",
  "total_charge": 2,
  "lumo_ev": [-10.098, -11.338],
  "orbital_gap_ev": [3.81, 2.57],
  "spin_multiplicity": 2,
  "fmax_ev_per_a": 3.93,
  "de_lowest_kcal_mol": 0.0,
  "symbols": ["Be", "N", "O", "O", "O", "C", "C", "O", "O", "H", "H", "H", "H", "H", "H", "C", "C", "O", "O", "H", "H", "H", "H", "H", "H", "C", "C", "O", "O", "H", "H", "H", "H", "H", "H", "C", "C", "O", "O", "H", "H", "H", "H", "H", "H", "C", "C", "O", "O", "H", "H", "H", "H", "H", "H", "C", "C", "O", "O", "H", "H", "H", "H", "H", "H"],
  "positions_angstrom": [[-7.80185, -16.67842, -12.04498], [-9.27023, -17.08208, -8.50126], [-8.75829, -16.58493, -7.49822], [-9.90307, -18.15530, -8.43481], [-9.19559, -16.52971, -9.64116], [-9.15219, -13.73601, -11.80992], [-7.83978, -13.36653, -11.07685], [-7.13247, -14.54772, -10.60361], [-8.92572, -14.51712, -12.91054], [-9.66647, -12.81364, -12.07982], [-9.85612, -14.26743, -11.16947], [-8.17322, -12.69544, -10.28529], [-7.22318, -12.88080, -11.83314], [-6.67230, -14.21414, -9.82995], [-9.32668, -14.13926, -13.69671], [-13.22477, -20.24896, -8.50382], [-12.48937, -21.64540, -8.65735], [-13.46639, -22.41687, -9.29479], [-14.26435, -20.40209, -7.57281], [-13.75590, -19.99524, -9.42122], [-12.61149, -19.40651, -8.18402], [-12.26520, -22.01197, -7.65561], [-11.57644, -21.47997, -9.22945], [-13.16358, -23.32458, -9.37204], [-14.82933, -20.98291, -8.08764], [-10.61783, -18.68626, -12.69706], [-10.09830, -19.40169, -11.50231], [-8.72150, -19.09573, -11.33560], [-10.24490, -17.28820, -12.72608], [-11.68621, -18.81790, -12.86838], [-9.96364, -19.08897, -13.47033], [-10.29723, -20.45808, -11.68280], [-10.53375, -19.05015, -10.56695], [-8.43790, -19.52004, -10.52250], [-10.97142, -16.73892, -13.02949], [-9.83071, -12.54868, -7.97713], [-10.72133, -13.23412, -6.92123], [-12.02643, -13.19127, -7.35550], [-10.26363, -11.25977, -8.33123], [-9.84678, -13.17457, -8.86938], [-8.78515, -12.52219, -7.67021], [-10.64438, -12.71107, -5.96803], [-10.33710, -14.22879, -6.69515], [-12.65031, -13.09679, -6.63200], [-11.20189, -11.36658, -8.50404], [-10.05083, -21.10790, -6.17108], [-9.88288, -22.61992, -5.76433], [-10.23012, -23.53535, -6.77756], [-9.31067, -20.82233, -7.33362], [-9.74331, -20.52427, -5.30338], [-11.07379, -20.77307, -6.34298], [-10.51147, -22.84767, -4.90346], [-8.83783, -22.84767, -5.55437], [-9.71512, -23.38591, -7.57382], [-9.45898, -19.90521, -7.57549], [-5.37079, -15.13315, -7.21273], [-5.03258, -14.01633, -8.11897], [-6.11165, -13.32689, -8.64988], [-6.03242, -16.17701, -7.85381], [-5.92515, -14.84086, -6.32090], [-4.49446, -15.57769, -6.74100], [-4.36394, -14.39095, -8.89400], [-4.34705, -13.34511, -7.60166], [-6.23443, -12.64716, -7.98318], [-6.93985, -16.25972, -7.55159]],
  "atomic_forces_ev_per_a": [[-3.0, 1.3, 2.2], [0.2, -0.4, -0.1], [-0.4, 0.0, -0.6], [-0.1, -0.5, 0.1], [0.6, 0.5, -0.5], [-0.2, 1.3, 2.6], [-1.0, -1.0, -1.2], [-1.9, -0.3, -2.8], [1.1, -2.4, -1.5], [0.2, 0.2, -0.1], [0.2, -0.1, 0.5], [0.6, -0.1, 0.3], [0.2, 0.3, 0.3], [0.6, -0.2, 1.4], [0.2, -0.2, -0.3], [-0.3, 1.2, 1.4], [-0.7, 0.2, -0.3], [0.4, 0.0, 0.0], [1.1, 0.1, -0.6], [0.5, -0.4, -0.8], [0.4, -0.4, 0.1], [0.1, 0.1, 0.2], [0.0, 0.1, -0.2], [-0.1, -0.4, -0.1], [-1.2, -0.7, 0.3], [1.5, 0.4, -1.0], [-0.9, 0.9, 1.4], [1.1, 0.3, -1.2], [0.9, 0.1, 0.7], [0.2, -0.1, 0.0], [-0.8, -0.4, -0.7], [0.3, -0.2, 0.1], [-0.6, -0.2, 0.0], [0.3, 0.2, 0.3], [0.0, 0.2, 0.0], [-0.3, -0.8, 0.1], [1.7, 0.9, 0.9], [-1.4, -0.3, -1.0], [0.2, 0.0, 0.2], [-0.1, -0.4, -0.2], [-0.1, 0.2, 0.3], [0.2, 0.4, 0.1], [-0.1, -0.4, -0.4], [0.1, 0.0, 0.1], [-0.4, 0.2, 0.0], [0.4, -0.2, 0.3], [-0.4, 0.6, -0.7], [-1.1, 0.1, 0.0], [0.2, -0.9, 0.1], [0.5, 0.0, 0.1], [-0.6, -0.7, 0.1], [0.1, 0.0, -0.1], [0.3, 0.5, 0.4], [0.4, 0.2, -0.2], [0.0, 0.7, -0.1], [-0.2, -0.9, 1.7], [2.8, -0.6, 0.3], [-0.3, 0.8, 0.3], [-0.2, -0.6, -1.0], [-0.4, 0.6, -0.1], [0.6, 0.3, -0.4], [-0.4, -0.2, -0.6], [-0.2, 0.3, 0.3], [-0.9, 0.4, -0.4], [-0.3, 0.1, 0.0]]
}

[2]
{
  "formula": "C12H36F2NaO16P4",
  "method": "ωB97M-V/def2-TZVPD",
  "total_charge": -1,
  "lumo_ev": 1.917,
  "orbital_gap_ev": 5.49,
  "fmax_ev_per_a": 4.84,
  "de_lowest_kcal_mol": 9.0,
  "symbols": ["Na", "F", "F", "C", "O", "P", "O", "O", "C", "O", "C", "H", "H", "H", "H", "H", "H", "H", "H", "H", "C", "O", "P", "O", "O", "C", "O", "C", "H", "H", "H", "H", "H", "H", "H", "H", "H", "C", "O", "P", "O", "O", "C", "O", "C", "H", "H", "H", "H", "H", "H", "H", "H", "H", "C", "O", "P", "O", "O", "C", "O", "C", "H", "H", "H", "H", "H", "H", "H", "H", "H"],
  "positions_angstrom": [[16.93381, 28.98847, 2.69676], [15.65870, 26.49869, 2.09877], [18.42063, 27.26396, 3.70650], [11.32530, 29.07037, -2.58010], [11.52924, 27.80025, -2.10003], [12.92853, 27.17137, -1.68195], [12.85756, 26.19581, -0.58703], [13.57063, 26.66813, -3.09783], [14.89604, 26.99779, -3.50271], [13.82261, 28.51808, -1.23276], [15.07465, 28.38476, -0.58839], [10.54589, 29.48976, -1.94391], [10.93899, 28.93891, -3.59084], [12.31463, 29.52776, -2.56819], [14.81174, 27.86953, -4.15161], [15.34879, 26.17109, -4.05014], [15.58372, 27.19901, -2.68131], [15.19872, 28.84756, 0.39066], [15.87333, 28.81527, -1.19243], [15.27667, 27.34947, -0.31363], [16.67085, 34.03250, 8.20664], [15.56979, 33.21663, 7.68193], [15.75774, 31.61378, 7.87800], [16.88233, 31.19706, 8.79763], [14.26875, 31.00590, 8.24100], [13.98402, 29.58877, 7.93382], [15.83937, 31.13713, 6.31043], [16.72381, 30.01723, 5.97002], [16.51368, 35.10749, 8.29485], [17.61908, 33.86586, 7.69559], [16.82041, 33.73160, 9.24356], [14.73143, 28.83943, 7.67313], [13.32700, 29.55100, 7.06491], [13.49376, 29.07336, 8.75972], [16.36875, 29.43735, 5.11810], [16.89454, 29.33862, 6.80576], [17.70717, 30.44441, 5.77355], [17.56326, 34.05711, 0.14464], [18.48794, 33.10061, 0.50893], [18.69555, 32.40778, 2.00379], [18.00330, 31.08903, 2.24513], [20.33487, 32.26538, 2.19808], [20.88861, 31.31730, 3.06975], [18.34961, 33.61380, 3.02525], [18.34981, 33.43088, 4.44813], [16.91064, 34.47587, 0.91069], [16.83509, 33.83612, -0.63576], [18.24276, 34.81134, -0.25223], [20.33477, 30.42831, 3.37148], [21.23098, 31.94467, 3.89271], [21.85437, 31.04797, 2.64209], [18.50351, 32.41794, 4.82020], [17.32867, 33.44802, 4.82905], [18.93762, 34.16760, 4.99569], [14.44569, 33.31820, 3.56685], [13.67286, 32.34152, 4.20390], [13.55378, 30.85999, 3.35189], [14.79505, 30.19081, 3.00109], [12.47703, 30.02725, 4.30549], [12.67872, 28.69642, 4.46298], [12.73053, 31.35842, 2.05272], [11.86301, 30.65958, 1.18620], [15.30421, 33.65494, 4.14790], [13.69206, 34.08874, 3.40439], [14.84037, 33.06240, 2.58354], [13.68397, 28.35549, 4.21532], [11.97142, 27.98251, 4.04090], [12.67570, 28.50985, 5.53689], [10.82735, 30.78611, 1.50163], [12.10456, 29.60133, 1.08692], [12.10776, 31.11283, 0.22559]],
  "atomic_forces_ev_per_a": [[0.3, -1.7, 0.2], [-0.2, 1.0, -0.3], [-0.1, 1.3, 0.0], [0.1, 0.4, -0.8], [0.8, -2.8, 1.2], [1.9, 0.8, 1.4], [-0.3, 0.3, -1.4], [-0.7, 0.2, 1.2], [0.3, 0.2, -0.1], [-2.0, -0.8, -1.2], [1.3, -0.9, 0.8], [0.3, 0.7, -0.1], [0.0, 0.5, -0.2], [-0.6, 1.1, -0.1], [0.3, 0.0, 0.0], [-0.4, -0.1, -0.1], [-0.3, 0.1, 0.1], [-1.1, 0.4, 0.0], [-0.1, -0.1, -0.4], [0.2, -0.2, -0.1], [0.2, -0.8, 1.2], [0.5, -0.3, 0.5], [0.2, -1.7, -0.6], [-2.1, 0.9, -1.8], [1.7, -0.2, 0.0], [-0.8, -0.1, -0.4], [0.6, -0.2, 1.2], [0.8, 0.3, 0.5], [-1.0, -0.2, -0.8], [-0.2, -0.2, -0.3], [0.2, -0.2, 0.0], [1.2, 1.0, 0.1], [-0.2, 0.5, 0.2], [-0.2, 0.8, 0.3], [-0.3, 0.4, 0.2], [-0.3, 0.0, 0.1], [0.0, -0.1, -0.4], [-0.5, 2.4, -0.6], [1.2, -3.1, 3.2], [0.7, -1.3, 0.2], [0.9, 2.6, -0.5], [-3.5, 0.9, -2.2], [2.0, 0.3, 0.9], [0.0, -0.5, -0.7], [-1.3, -0.8, 0.8], [0.6, -0.1, 0.6], [0.4, -1.1, -0.3], [-0.7, 0.7, -0.1], [-0.4, 0.3, -0.3], [-0.4, -0.5, 0.8], [-0.2, -0.5, -0.4], [1.2, -0.3, -0.6], [-0.4, 0.9, -0.3], [0.2, -0.1, -0.6], [-0.3, 1.1, -0.8], [-0.3, -4.4, -1.1], [-2.5, 2.1, 1.2], [0.5, -0.2, 0.3], [1.0, 4.1, -2.4], [1.4, -3.5, 1.9], [0.9, 0.3, 2.1], [0.4, -0.4, -0.6], [-0.3, -0.1, 0.4], [0.6, 0.7, -0.1], [-0.1, -0.5, -0.1], [0.0, 0.1, -0.7], [-0.3, 0.6, -0.5], [-0.4, -0.2, 0.2], [0.0, 0.1, -0.1], [0.1, -0.1, 0.3], [-0.7, -0.1, -0.2]]
}

[3]
{
  "formula": "C12H36O6",
  "method": "ωB97M-V/def2-TZVPD",
  "lumo_ev": 0.349,
  "smiles": "CCO.CCO.CCO.CCO.CCO.CCO",
  "orbital_gap_ev": 9.85,
  "fmax_ev_per_a": 10.41,
  "de_lowest_kcal_mol": 212.5,
  "symbols": ["C", "C", "O", "H", "H", "H", "H", "H", "H", "C", "C", "O", "H", "H", "H", "H", "H", "H", "C", "C", "O", "H", "H", "H", "H", "H", "H", "C", "C", "O", "H", "H", "H", "H", "H", "H", "C", "C", "O", "H", "H", "H", "H", "H", "H", "C", "C", "O", "H", "H", "H", "H", "H", "H"],
  "positions_angstrom": [[31.61000, 9.08100, 21.88500], [30.22400, 8.48900, 22.43200], [29.90400, 9.40600, 23.44300], [32.45100, 9.04800, 22.54000], [31.14500, 10.02500, 21.49300], [32.11900, 8.48700, 21.04800], [30.37900, 7.52900, 22.83400], [29.45500, 8.46600, 21.60100], [28.92200, 9.37000, 23.74800], [31.19100, 13.82300, 25.23200], [31.22700, 12.25500, 24.99400], [31.20300, 11.93100, 23.59100], [30.98700, 14.06400, 26.18900], [30.48700, 14.22400, 24.54600], [32.30000, 14.17900, 24.98900], [30.37000, 12.05400, 25.47700], [32.09300, 11.88500, 25.35800], [30.94400, 11.04400, 23.59700], [30.16000, 9.01500, 27.81300], [29.33900, 10.24900, 28.36800], [29.47500, 10.49600, 29.74300], [31.09600, 8.96000, 28.27700], [30.39800, 9.46700, 26.69200], [29.38600, 8.07800, 28.13600], [28.26700, 10.00800, 28.20100], [29.52500, 11.27000, 27.85500], [29.37300, 11.31900, 29.85200], [31.64700, 17.06900, 22.78400], [33.07900, 17.44200, 23.12400], [34.00200, 16.92500, 22.18100], [31.05700, 17.55300, 23.40600], [31.44400, 16.01100, 22.74200], [31.33600, 17.37700, 21.95300], [33.45000, 17.10500, 23.97400], [33.32100, 18.49500, 23.12000], [33.72400, 15.98600, 22.28500], [34.97300, 13.93500, 20.45800], [34.26500, 13.21900, 21.62000], [33.23000, 13.99600, 22.18500], [35.34500, 15.00300, 20.73300], [34.44200, 14.03800, 19.56300], [35.81200, 13.49500, 20.11400], [35.03700, 12.95200, 22.26300], [33.93100, 12.26400, 21.36100], [32.64700, 13.45800, 22.44900], [27.87500, 15.07600, 27.81300], [26.45400, 15.04100, 28.25100], [26.36000, 14.91900, 29.73700], [28.33300, 16.16600, 28.18500], [28.29400, 14.96700, 26.79700], [28.27300, 14.32900, 28.50900], [26.05700, 13.89000, 28.01400], [25.72900, 15.97300, 28.03900], [25.91900, 15.68900, 30.03000]],
  "atomic_forces_ev_per_a": [[-2.2, -1.3, -2.4], [1.6, 0.9, -1.7], [-3.0, 0.6, 1.6], [-0.1, 0.9, 1.3], [1.8, -0.3, 0.4], [-1.5, 0.6, 0.5], [-0.1, -1.4, 0.5], [0.9, 0.0, 0.9], [2.6, -0.2, -1.0], [4.7, -1.9, -4.1], [0.1, 4.4, -2.7], [0.4, 2.7, 0.9], [-0.8, 0.7, 3.3], [-0.5, 0.6, -0.6], [-2.5, -0.1, 0.3], [-3.0, -2.2, 1.6], [2.5, -1.5, 1.8], [-0.8, -2.4, -0.6], [-3.5, 1.7, -1.1], [-0.5, 0.7, -1.0], [1.7, -10.0, -0.8], [1.3, -0.4, 0.9], [-1.0, -2.4, 2.3], [2.7, 2.2, -1.8], [0.5, 0.2, -0.3], [0.1, -1.7, 0.2], [-1.2, 9.8, 1.7], [4.6, -3.4, 3.9], [-0.5, 1.8, -4.0], [-0.5, -1.7, -0.4], [-3.1, 1.8, 3.6], [0.2, -0.5, 0.6], [-1.7, 2.8, -7.4], [0.7, -1.6, 4.7], [-0.8, 0.7, 0.0], [1.0, 0.2, -1.0], [-1.3, 3.3, 2.2], [0.7, 1.6, -1.7], [7.3, 6.3, -3.2], [-0.9, -1.7, -0.1], [-1.6, 0.3, -1.1], [3.1, -2.1, -0.5], [1.4, 0.2, 2.1], [-1.2, -1.5, -1.0], [-7.4, -6.4, 3.5], [2.3, 3.4, 2.0], [-3.6, -2.0, 0.8], [1.3, -0.6, -1.7], [-0.9, -2.8, -0.8], [-1.1, -0.3, 0.3], [0.7, 0.1, -0.4], [0.3, 3.4, -0.4], [1.6, -2.5, -0.5], [-0.6, 1.2, 0.6]]
}

[4]
{
  "formula": "C12H36O6",
  "method": "ωB97M-V/def2-TZVPD",
  "lumo_ev": 0.495,
  "smiles": "CCO.CCO.CCO.CCO.CCO.CCO",
  "orbital_gap_ev": 10.41,
  "fmax_ev_per_a": 2.79,
  "de_lowest_kcal_mol": 95.1,
  "symbols": ["C", "C", "O", "H", "H", "H", "H", "H", "H", "C", "C", "O", "H", "H", "H", "H", "H", "H", "C", "C", "O", "H", "H", "H", "H", "H", "H", "C", "C", "O", "H", "H", "H", "H", "H", "H", "C", "C", "O", "H", "H", "H", "H", "H", "H", "C", "C", "O", "H", "H", "H", "H", "H", "H"],
  "positions_angstrom": [[0.57704, 1.58966, -5.59437], [0.15930, 2.97927, -5.11278], [1.00640, 3.35647, -4.07808], [-0.17756, 0.84157, -5.35136], [1.59593, 1.26740, -5.37965], [0.52677, 1.50579, -6.67998], [-0.81605, 2.90594, -4.63175], [0.12262, 3.65662, -5.96599], [1.33499, 4.24966, -4.20399], [1.40334, 7.78838, 3.62844], [0.59937, 6.48169, 3.78096], [0.00278, 6.24084, 2.55804], [2.47738, 7.63339, 3.52581], [1.39518, 8.41087, 4.52316], [0.98073, 8.46736, 2.88785], [-0.21163, 6.64719, 4.49017], [1.02134, 5.51295, 4.04850], [-0.48085, 5.41487, 2.48403], [3.77148, -4.72140, -4.73878], [4.91185, -5.68147, -4.32392], [5.93029, -4.92807, -3.71238], [3.22837, -4.32466, -3.88104], [3.00540, -5.09797, -5.41659], [4.25777, -3.86257, -5.20140], [5.39901, -6.11181, -5.19889], [4.64420, -6.50072, -3.65661], [6.57873, -5.50684, -3.30476], [3.08506, -6.61275, 3.85777], [3.58902, -7.90084, 4.34217], [2.72167, -8.49986, 5.38879], [3.70595, -6.27683, 3.02728], [3.25678, -5.95941, 4.71320], [2.02571, -6.62766, 3.60149], [4.60245, -7.67762, 4.67566], [3.63479, -8.61602, 3.52086], [2.43449, -7.72205, 5.87269], [-1.54850, -2.24349, -0.19763], [-1.74391, -0.78575, -0.54367], [-0.65652, -0.05308, 0.07810], [-2.31998, -2.91613, -0.57242], [-1.39068, -2.37788, 0.87248], [-0.59339, -2.64441, -0.53693], [-2.72233, -0.52769, -0.13846], [-1.87394, -0.64557, -1.61678], [-0.11391, 0.36397, -0.59513], [-7.19238, 3.61996, 2.35878], [-7.87133, 4.95491, 2.11340], [-9.22765, 4.79990, 1.66128], [-6.82626, 3.15516, 1.44336], [-7.62649, 2.89559, 3.04794], [-6.27178, 3.93508, 2.84999], [-7.25992, 5.56136, 1.44518], [-7.84845, 5.46204, 3.07796], [-9.21268, 5.12467, 0.75800]],
  "atomic_forces_ev_per_a": [[-0.7, -0.6, -1.4], [-0.3, -1.2, -0.1], [1.2, 0.9, 0.8], [0.3, -0.2, 0.7], [-0.2, 0.2, 0.6], [0.1, 0.4, -0.3], [-0.4, 0.1, -0.6], [0.1, 0.3, 0.2], [0.0, 0.0, 0.0], [0.7, -0.2, 1.2], [-0.9, 0.3, 0.6], [-0.8, 0.3, -2.7], [-0.1, -0.1, -0.8], [-0.4, -0.3, 0.5], [0.1, -0.6, -0.4], [0.0, 0.2, 0.5], [1.3, 0.6, 0.6], [0.2, 0.0, 0.4], [0.5, 0.0, 0.6], [-0.1, -0.1, -0.7], [0.3, 1.1, 0.7], [0.2, -0.1, 0.2], [0.4, -0.4, -0.1], [-0.1, 0.0, -0.2], [-0.5, -0.3, -0.4], [-0.6, 0.0, -0.1], [-0.1, -0.1, -0.1], [-0.4, 1.0, 0.3], [-0.4, -1.9, 0.3], [1.4, 1.0, -1.3], [-0.2, 0.2, 0.0], [-0.3, 0.7, -0.2], [0.1, 0.0, -0.2], [0.1, -0.7, 0.5], [0.0, -0.3, 0.3], [-0.3, -0.1, 0.4], [0.9, -0.8, 0.1], [0.2, -0.7, 0.6], [-1.0, -0.1, -0.5], [-0.2, 0.2, 0.1], [-0.7, 0.2, 0.2], [0.1, 0.2, -0.7], [0.2, 0.7, 0.4], [0.6, 0.2, -0.1], [-0.1, 0.0, -0.1], [1.5, 0.5, -0.1], [-0.5, -0.9, 0.8], [0.8, 0.5, -0.2], [-0.5, -0.3, -0.1], [-0.6, 0.3, -0.3], [0.4, -0.2, 0.2], [-0.1, 0.0, -0.2], [-0.5, 0.3, 0.0], [-0.4, -0.1, -0.1]]
}

What is the formula in the second record? C12H36F2NaO16P4